{"formula": "C35H19CrN8OS5", "method": "the ωB97M-V functional and the def2-TZVPD basis", "gap_ha": [0.15667, 0.15054], "fmax_ev_per_a": 2.0, "e_lumo_ev": [2.98, 2.80], "homo_ev": [-1.2838, -1.2972], "e_tot_ev": -133175.0408, "spin_multiplicity": 4, "de_lowest_kj_mol": 106.79, "charge": -2, "symbols": ["Cr", "C", "C", "C", "C", "C", "N", "C", "C", "C", "C", "C", "C", "C", "C", "N", "C", "N", "C", "N", "C", "N", "C", "N", "C", "N", "C", "C", "C", "C", "C", "C", "C", "C", "C", "C", "C", "C", "C", "C", "N", "H", "H", "H", "H", "H", "H", "H", "H", "H", "H", "H", "H", "H", "H", "H", "H", "S", "C", "S", "S", "C", "O", "C", "S", "S", "H", "H", "H"], "positions_angstrom": [[-0.04519, 0.28130, -0.43023], [1.67325, -3.48399, 4.64094], [0.45417, -4.12433, 4.39079], [-0.33923, -3.76061, 3.31264], [0.12180, -2.74349, 2.49544], [-0.43039, -2.12194, 1.28693], [-1.42466, -2.63907, 0.58918], [-1.84192, -2.11672, -0.56092], [-2.80091, -2.78178, -1.44070], [-3.38542, -4.04107, -1.40451], [-4.22400, -4.39934, -2.44895], [-4.47093, -3.51532, -3.51107], [-3.88612, -2.25800, -3.54121], [-3.04887, -1.90351, -2.49122], [-2.24040, -0.71536, -2.23328], [-2.29835, 0.37804, -2.96832], [-1.45004, 1.38427, -2.80410], [-0.31670, 1.35990, -2.06040], [0.46808, 2.41873, -2.38773], [1.75837, 2.55595, -2.11165], [2.39869, 1.72907, -1.29181], [1.84615, 0.81381, -0.43615], [2.81440, 0.29322, 0.36031], [2.66138, -0.54062, 1.39066], [1.51022, -1.12568, 1.66994], [0.38258, -1.10273, 0.90167], [1.33437, -2.11585, 2.73861], [2.13186, -2.46962, 3.81239], [4.10671, 0.82377, -0.06865], [5.40722, 0.53591, 0.32747], [6.44244, 1.15582, -0.35484], [6.18244, 2.04510, -1.41067], [4.88340, 2.33834, -1.79492], [3.84706, 1.71767, -1.10723], [-0.29243, 3.29761, -3.27771], [-0.03994, 4.57098, -3.77111], [-1.02126, 5.16851, -4.54712], [-2.21418, 4.49520, -4.84462], [-2.46016, 3.22317, -4.35433], [-1.48991, 2.63932, -3.55075], [-1.50795, -0.91733, -1.09097], [2.25961, -3.77541, 5.50400], [0.11877, -4.90880, 5.06015], [-1.29442, -4.23553, 3.11862], [-3.17711, -4.71947, -0.58496], [-4.69544, -5.37486, -2.45067], [-5.12061, -3.82527, -4.32066], [-4.06149, -1.56710, -4.35833], [3.06213, -1.95205, 4.00057], [5.58859, -0.16402, 1.13510], [7.47107, 0.95058, -0.07863], [7.01583, 2.48955, -1.94281], [4.67011, 3.01424, -2.61532], [0.88081, 5.08318, -3.51805], [-0.87362, 6.17729, -4.91416], [-2.96572, 4.98968, -5.44924], [-3.38541, 2.70188, -4.56592], [-2.27376, 4.20286, 1.18852], [-1.77861, 2.63378, 0.86339], [-0.09175, 2.25720, 0.93064], [-2.76524, 1.32179, 0.43382], [-1.81619, -0.31610, 6.51479], [-0.47542, 0.14799, 6.43644], [0.08261, 0.47568, 5.21343], [1.70882, 0.95226, 5.34521], [-0.81902, 0.39274, 3.78537], [-1.80852, -1.27018, 7.04976], [-2.24271, -0.44305, 5.52194], [-2.40897, 0.41184, 7.07522]]}

{"formula": "C35H20ClIN6O9SSeTi", "method": "the ωB97M-V functional and the def2-TZVPD basis", "gap_ha": [0.16730, 0.25880], "fmax_ev_per_a": 0.5, "e_lumo_ev": [1.67, 1.68], "homo_ev": [-2.8789, -5.3614], "e_tot_ev": -183917.2047, "spin_multiplicity": 2, "de_lowest_kj_mol": 63.95, "charge": -1, "symbols": ["Ti", "O", "C", "C", "C", "N", "C", "C", "C", "O", "O", "C", "O", "O", "H", "H", "H", "Se", "N", "C", "C", "C", "C", "C", "N", "C", "C", "N", "C", "C", "C", "C", "C", "N", "H", "H", "H", "H", "H", "H", "Cl", "C", "C", "C", "I", "C", "O", "C", "N", "C", "C", "C", "C", "H", "H", "H", "H", "C", "C", "C", "C", "C", "C", "C", "S", "O", "O", "O", "H", "H", "H", "H", "H", "H", "H"], "positions_angstrom": [[0.34914, -0.01826, 0.03256], [4.43067, 0.64120, 4.75408], [3.52116, 0.46524, 3.76935], [2.23709, -0.00960, 4.02397], [1.36372, -0.12755, 2.96653], [1.72608, 0.15785, 1.72344], [2.95828, 0.58794, 1.47213], [3.89610, 0.76971, 2.46249], [3.17808, 0.80800, -0.00731], [4.24462, 1.15675, -0.45567], [2.11126, 0.51290, -0.67914], [-0.09416, -0.54205, 3.08988], [-0.51440, -0.92922, 4.17049], [-0.70986, -0.42816, 1.98407], [4.02990, 0.41026, 5.60296], [1.88231, -0.26552, 5.01508], [4.88371, 1.13227, 2.21770], [-3.56399, -6.70284, -0.18758], [-1.89028, -6.27171, 0.29579], [-1.77099, -4.97842, 0.16820], [-0.54064, -4.25685, 0.43823], [0.62530, -4.88693, 0.81240], [1.77840, -4.12440, 1.01862], [1.69887, -2.75204, 0.84946], [0.58812, -2.11517, 0.51432], [-0.55312, -2.83861, 0.27076], [-1.70406, -2.15140, -0.14846], [-1.62779, -0.79299, -0.30333], [-2.70548, -0.10566, -0.63958], [-3.93669, -0.69477, -0.88981], [-4.03968, -2.08375, -0.78786], [-2.93450, -2.82249, -0.42096], [-2.96330, -4.26414, -0.26912], [-4.02230, -4.99450, -0.49111], [0.63095, -5.96185, 0.93066], [2.71736, -4.57950, 1.29563], [2.57744, -2.13269, 0.98935], [-2.57117, 0.96734, -0.70907], [-4.78382, -0.08209, -1.15941], [-4.97182, -2.59563, -0.98602], [0.00269, 0.92831, -7.11719], [0.14694, 0.30469, -5.49754], [0.51643, -0.99682, -5.30487], [0.64552, -1.52591, -4.01040], [1.16327, -3.51349, -3.70967], [0.41949, -0.74507, -2.88842], [0.51938, -1.15502, -1.67639], [0.00873, 0.60730, -3.11079], [-0.24762, 1.28740, -1.97488], [-0.65396, 2.53274, -2.07317], [-0.81159, 3.17656, -3.31512], [-0.55201, 2.49874, -4.47359], [-0.13233, 1.15599, -4.39981], [0.71159, -1.62926, -6.15992], [-0.87992, 3.06228, -1.15916], [-1.13470, 4.20801, -3.32807], [-0.66320, 2.97059, -5.44033], [0.60488, 2.75830, 7.13542], [0.49967, 2.85179, 5.63741], [1.53884, 3.40230, 4.88910], [1.46151, 3.46674, 3.50755], [0.33006, 2.99096, 2.86460], [-0.71970, 2.45363, 3.58969], [-0.62635, 2.37923, 4.97026], [0.21500, 3.12221, 1.09455], [1.55639, 3.34880, 0.61856], [-0.78264, 4.11898, 0.78765], [-0.29946, 1.77649, 0.65697], [1.49568, 2.20014, 7.43328], [-0.26274, 2.25490, 7.55925], [0.67919, 3.74955, 7.58666], [2.42510, 3.77420, 5.39174], [2.27015, 3.87778, 2.91756], [-1.58662, 2.06197, 3.07351], [-1.42854, 1.91650, 5.53022]]}

Which value of charge does entry 1 give? -2